{
  "formula": "C5H9N3S",
  "method": "the ωB97M-V functional and the def2-TZVPD basis",
  "smiles": "NCCc1cnc(N)s1",
  "e_tot_ha": -758.276327,
  "elements": ["N", "C", "C", "C", "C", "N", "C", "N", "S", "H", "H", "H", "H", "H", "H", "H", "H", "H"],
  "positions_angstrom": [[-2.7226, -1.3638, 2.4559], [-1.8701, -0.3699, 1.8650], [-0.3831, -0.7608, 1.6858], [0.1845, -0.3874, 0.3824], [0.4956, -1.1863, -0.6770], [1.0397, -0.6305, -1.8173], [1.1353, 0.5647, -1.6093], [1.5500, 1.5241, -2.6867], [0.5391, 1.2658, -0.1348], [-2.6780, -2.1215, 1.7322], [-2.2757, -1.5795, 3.5363], [-2.3267, 0.1057, 0.7986], [-1.9310, 0.5742, 2.5677], [0.1711, -0.2966, 2.3667], [-0.4313, -1.9725, 2.0620], [0.2405, -2.3077, -0.8183], [2.0066, 2.4650, -2.2584], [2.1551, 1.0101, -3.3738]],
  "forces_ev_per_angstrom": [[1.230, -0.813, 2.029], [-0.921, 4.446, -0.758], [-3.172, -4.263, -1.056], [0.475, -1.051, -1.823], [-1.116, -3.045, 0.021], [-0.389, -3.766, 0.229], [1.323, 7.484, -2.661], [1.084, 0.566, 2.486], [0.150, -0.789, 0.519], [-0.131, -0.046, 1.904], [-1.652, 0.012, -4.376], [1.049, -1.730, 2.722], [0.214, -1.597, -1.282], [2.233, 1.804, 3.330], [0.849, 3.120, -1.798], [0.565, 1.976, 0.965], [-1.168, -3.287, -1.555], [-0.623, 0.978, 1.106]]
}